(1)
C16H16BIrN9O7 as an isolated structure in a non-equilibrium geometry, computed with the ωB97M-V functional and the def2-TZVPD basis.

Values from the calculation:
**Net charge**: +4
**M**: 649.39 g/mol
**LUMO energy (spin up / spin down)**: -14.31 / -16.53 eV
**Expectation value of S²**: 8.958
**HOMO (spin up / spin down)**: -21.36 / -21.27 eV
**Max |F|**: 7.709 eV/A
**2S+1**: 6
**E**: -1765.65903 Ha
**Frontier orbital gap (spin up / spin down)**: 7.052 / 4.735 eV

Last column: Löwdin charge in e.
Geometry (Å):
C: -0.492 0.870 -2.513  0.00
N: 0.482 0.692 -1.567  -0.06
N: 1.674 0.424 -2.235  0.07
C: 1.462 0.691 -3.542  0.12
C: 0.115 0.935 -3.765  0.15
B: 3.086 0.028 -1.599  -0.34
N: 3.197 1.007 -0.385  0.04
N: 2.102 1.356 0.430  -0.16
C: 2.519 2.329 1.280  -0.04
C: 3.786 2.749 0.908  0.06
C: 4.178 1.920 -0.146  0.08
Ir: 0.187 0.962 0.379  1.59
N: 3.338 -1.606 -1.352  0.03
N: 2.450 -2.120 -0.455  0.10
C: 2.465 -3.438 -0.471  -0.03
C: 3.544 -3.858 -1.295  0.14
C: 4.082 -2.678 -1.833  0.12
H: 1.691 -3.988 0.063  0.15
H: 4.950 -2.595 -2.463  0.17
H: 3.817 -4.891 -1.407  0.15
H: 3.936 0.313 -2.407  0.13
H: 5.058 1.961 -0.766  0.17
H: 2.297 0.742 -4.209  0.17
H: 4.328 3.569 1.355  0.15
H: -0.422 1.131 -4.672  0.16
H: 1.847 2.675 2.056  0.14
H: -1.539 0.918 -2.245  0.14
H: 0.488 -0.967 0.826  0.03
C: 0.417 -0.419 1.793  -0.12
H: 1.311 -0.747 2.322  0.11
H: 0.365 0.789 1.873  -0.01
H: -0.463 -0.833 2.293  0.10
O: -6.575 -1.998 1.908  0.36
N: -6.137 -0.905 2.320  -0.15
O: -6.747 -0.205 3.155  0.37
C: -4.877 -0.413 1.818  -0.09
C: -4.159 -1.185 0.894  0.16
C: -2.975 -0.656 0.403  -0.04
C: -2.633 0.721 0.630  -0.26
O: -1.804 1.337 -0.151  -0.17
C: -3.300 1.401 1.693  -0.02
C: -4.407 0.823 2.288  0.16
N: -2.740 2.667 2.196  -0.29
O: -2.815 2.864 3.427  0.14
O: -2.205 3.468 1.406  0.11
N: -2.075 -1.448 -0.400  -0.22
O: -2.465 -2.547 -0.835  0.20
O: -0.911 -1.019 -0.661  -0.09
H: -4.492 -2.168 0.576  0.16
H: -4.940 1.339 3.077  0.16



(2)
A 2-piece molecular cluster, C4H6 overall in a non-equilibrium geometry, computed with the ωB97M-V functional and the def2-TZVPD basis.

Values from the calculation:
**SMILES**: C#C.C=C
**M**: 54.09 g/mol
**LUMO energy**: 1.11 eV
**HOMO**: -10.59 eV
**Max |F|**: 3.728 eV/A
**E**: -155.86393 Ha
**ΔE to the lowest compared entry with this formula, charge and spin**: 2.6871 eV
**Frontier orbital gap**: 11.696 eV

Last column: Löwdin charge in e.
Geometry (Å):
C: 1.749 -1.085 -1.297  -0.02
C: 2.835 -1.342 -1.796  -0.05
H: 0.837 -0.655 -0.872  0.01
H: 3.574 -2.194 -2.055  0.06
C: -1.125 0.631 1.448  -0.12
C: -1.969 1.120 0.599  -0.10
H: -0.574 -0.224 1.165  0.01
H: -0.628 1.197 2.312  0.08
H: -2.183 0.502 -0.316  0.07
H: -2.516 2.051 0.812  0.06



(3)
C35H75MnN2O2Sb2Si6 as an isolated structure, computed with the ωB97M-V functional and the def2-TZVPD basis.

Values from the calculation:
**Net charge**: +1
**M**: 1022.97 g/mol
**LUMO energy (spin up / spin down)**: -1.87 / -2.02 eV
**Expectation value of S²**: 8.758
**HOMO (spin up / spin down)**: -9.78 / -10.21 eV
**Max |F|**: 0.298 eV/A
**2S+1**: 6
**E**: -5007.06245 Ha
**ΔE to the lowest compared entry with this formula, charge and spin**: 0.1132 eV
**Frontier orbital gap (spin up / spin down)**: 7.914 / 8.188 eV

Last column: Löwdin charge in e.
Geometry (Å):
Mn: -0.781 0.221 0.477  0.91
C: 2.493 -0.237 -0.362  -0.05
O: 1.537 -0.073 0.690  -0.27
C: 1.931 -0.853 1.827  -0.21
C: 1.203 -0.309 3.016  -0.16
O: -0.193 -0.272 2.729  -0.28
C: -0.937 -1.330 3.345  -0.06
H: 3.477 0.078 -0.008  0.11
H: 2.189 0.390 -1.188  0.04
H: 2.527 -1.284 -0.677  0.08
H: 3.012 -0.765 1.971  0.14
H: 1.679 -1.899 1.641  0.04
H: 1.520 0.717 3.219  0.13
H: 1.399 -0.913 3.905  0.14
H: -0.788 -1.297 4.426  0.11
H: -0.628 -2.303 2.954  0.07
H: -1.981 -1.148 3.114  0.06
C: -4.409 2.542 -2.643  -0.32
Sb: -2.701 1.203 -2.560  1.43
C: -2.706 0.571 -0.519  -0.56
C: -2.966 1.534 0.571  -0.43
C: -3.605 2.779 0.517  -0.02
C: -3.690 3.558 1.653  -0.04
C: -3.135 3.116 2.851  -0.06
C: -2.491 1.898 2.837  -0.13
N: -2.408 1.137 1.744  0.01
Si: -3.855 -0.915 -0.450  0.36
C: -4.025 -1.610 1.284  -0.18
C: -3.219 -2.279 -1.572  -0.20
C: -5.592 -0.470 -1.017  -0.18
C: -0.942 2.586 -2.578  -0.54
C: -0.439 3.123 -1.263  -0.35
C: -0.149 4.490 -1.116  -0.04
C: 0.355 5.012 0.055  -0.02
C: 0.592 4.161 1.122  -0.04
C: 0.319 2.829 0.923  -0.13
N: -0.173 2.306 -0.211  0.05
Si: 0.420 1.479 -3.353  0.43
C: 0.294 -0.309 -2.732  -0.21
C: 2.091 2.232 -2.941  -0.16
C: 0.309 1.230 -5.204  -0.18
Si: -1.380 3.964 -3.854  0.44
C: 0.149 4.833 -4.532  -0.17
C: -2.497 5.295 -3.107  -0.18
C: -2.286 3.305 -5.360  -0.18
H: -5.163 2.134 -1.972  -0.01
H: -4.809 2.506 -3.655  0.00
H: -4.221 3.578 -2.382  -0.02
H: -4.042 3.127 -0.402  0.07
H: -4.190 4.517 1.609  0.12
H: -3.187 3.705 3.755  0.11
H: -2.003 1.508 3.724  0.11
H: -3.118 -2.124 1.605  0.00
H: -4.832 -2.348 1.289  0.04
H: -4.276 -0.841 2.017  0.03
H: -3.183 -1.969 -2.618  0.02
H: -3.890 -3.139 -1.507  0.03
H: -2.217 -2.604 -1.278  -0.02
H: -6.003 0.366 -0.445  0.04
H: -6.263 -1.322 -0.880  0.04
H: -5.627 -0.201 -2.076  0.02
H: -0.317 5.166 -1.935  0.07
H: 0.562 6.071 0.128  0.12
H: 0.978 4.507 2.069  0.11
H: 0.508 2.125 1.726  0.09
H: 0.090 -0.375 -1.659  -0.02
H: 1.217 -0.860 -2.928  0.03
H: -0.519 -0.825 -3.243  0.01
H: 2.226 2.434 -1.878  0.03
H: 2.216 3.181 -3.464  0.03
H: 2.898 1.571 -3.271  0.05
H: -0.635 0.756 -5.478  0.04
H: 1.107 0.522 -5.452  0.05
H: 0.452 2.112 -5.823  0.02
H: 0.748 5.338 -3.773  0.03
H: -0.190 5.599 -5.235  0.04
H: 0.812 4.167 -5.083  0.02
H: -2.680 5.192 -2.038  0.03
H: -3.462 5.295 -3.615  0.04
H: -2.050 6.280 -3.270  0.04
H: -1.680 2.689 -6.019  0.02
H: -2.585 4.190 -5.930  0.05
H: -3.199 2.759 -5.128  0.00
C: 2.598 -6.681 1.351  -0.21
Si: 1.906 -4.993 1.775  0.29
C: 3.398 -3.854 1.991  -0.23
C: 0.966 -5.104 3.407  -0.22
Sb: 0.259 -3.951 0.089  0.84
Si: 1.317 -4.674 -2.136  0.27
C: 0.211 -4.057 -3.518  -0.21
C: 3.009 -3.874 -2.293  -0.22
C: 1.529 -6.530 -2.296  -0.21
Si: -1.566 -5.775 0.157  0.28
C: -2.915 -5.201 1.320  -0.22
C: -2.300 -6.003 -1.551  -0.22
C: -0.915 -7.420 0.766  -0.22
H: 3.369 -6.909 2.092  0.04
H: 3.066 -6.720 0.369  0.01
H: 1.846 -7.467 1.405  0.02
H: 4.252 -4.442 2.333  0.04
H: 3.220 -3.083 2.743  0.01
H: 3.692 -3.361 1.062  0.02
H: 1.330 -5.945 4.002  0.04
H: -0.106 -5.250 3.257  0.01
H: 1.098 -4.200 4.006  0.02
H: 0.306 -2.978 -3.646  0.00
H: -0.840 -4.283 -3.343  0.01
H: 0.502 -4.534 -4.458  0.04
H: 2.930 -2.787 -2.371  0.00
H: 3.505 -4.231 -3.198  0.04
H: 3.656 -4.114 -1.447  0.02
H: 0.619 -7.087 -2.075  0.01
H: 2.319 -6.907 -1.647  0.01
H: 1.815 -6.758 -3.326  0.04
H: -3.460 -4.359 0.896  0.00
H: -2.522 -4.892 2.291  0.02
H: -3.628 -6.011 1.493  0.04
H: -2.696 -5.070 -1.952  0.00
H: -3.131 -6.711 -1.477  0.04
H: -1.585 -6.409 -2.267  0.02
H: -0.585 -7.365 1.804  0.02
H: -0.093 -7.799 0.159  0.02
H: -1.731 -8.147 0.720  0.04



(4)
One molecule with the formula C2H5NO2 in a non-equilibrium geometry, computed with the ωB97M-V functional and the def2-TZVPD basis.

Values from the calculation:
**SMILES**: NCC(=O)O
**M**: 75.07 g/mol
**LUMO energy**: 0.35 eV
**HOMO**: -9.40 eV
**Max |F|**: 7.532 eV/A
**E**: -284.38428 Ha
**ΔE to the lowest compared entry with this formula, charge and spin**: 2.2610 eV
**Frontier orbital gap**: 9.748 eV

Last column: Löwdin charge in e.
Geometry (Å):
N: -1.411 1.029 0.020  -0.09
C: -0.321 0.634 0.763  -0.25
C: 0.614 -0.352 -0.062  -0.51
O: 1.573 -0.928 0.483  0.05
O: 0.062 -0.638 -1.186  0.14
H: -1.467 1.468 -0.928  0.12
H: -2.393 0.429 0.479  0.23
H: 0.216 1.618 1.143  0.15
H: -0.585 0.202 1.728  0.12
H: -0.723 -0.090 -1.146  0.04



(5)
A 2-piece molecular cluster, C5H6N2O3 overall in a non-equilibrium geometry, computed with the ωB97M-V functional and the def2-TZVPD basis.

Values from the calculation:
**SMILES**: O=C(O)n1cccn1.C=O
**M**: 142.11 g/mol
**LUMO energy**: 0.21 eV
**HOMO**: -10.15 eV
**Max |F|**: 3.437 eV/A
**E**: -529.30899 Ha
**ΔE to the lowest compared entry with this formula, charge and spin**: 1.6807 eV
**Frontier orbital gap**: 10.362 eV

Last column: Löwdin charge in e.
Geometry (Å):
O: 2.322 1.511 -1.401  0.13
C: 1.292 1.418 -0.767  -0.49
O: 0.276 2.262 -0.770  0.16
N: 1.021 0.347 0.140  -0.06
C: 1.892 -0.734 0.321  0.00
C: 1.272 -1.528 1.222  -0.04
C: 0.106 -0.814 1.598  -0.12
N: -0.036 0.306 0.939  0.09
H: -0.464 1.792 -0.410  0.04
H: 2.860 -0.829 0.019  0.10
H: 1.538 -2.492 1.358  0.07
H: -0.614 -1.241 2.236  0.10
C: -2.811 0.025 -1.098  -0.12
O: -2.290 1.030 -0.686  -0.01
H: -2.933 -0.344 -2.179  0.10
H: -3.431 -0.709 -0.520  0.08



(6)
One molecule with the formula C5H10O, computed with the ωB97M-V functional and the def2-TZVPD basis.

Values from the calculation:
**SMILES**: CC[C@H](C)C=O
**M**: 86.13 g/mol
**LUMO energy**: 1.03 eV
**HOMO**: -9.72 eV
**Max |F|**: 0.462 eV/A
**E**: -271.73727 Ha
**ΔE to the lowest compared entry with this formula, charge and spin**: 0.4177 eV
**Frontier orbital gap**: 10.743 eV

Last column: Löwdin charge in e.
Geometry (Å):
C: 1.711 0.095 -1.114  -0.11
C: 0.693 0.649 -0.126  -0.23
C: -0.355 -0.385 0.365  -0.35
C: -1.682 -0.386 -0.392  -0.07
C: -0.546 -0.048 1.824  -0.26
O: -1.494 0.544 2.279  0.06
H: 2.296 -0.706 -0.647  0.08
H: 2.412 0.875 -1.431  0.07
H: 1.229 -0.315 -2.007  0.07
H: 1.246 1.044 0.740  0.11
H: 0.159 1.510 -0.547  0.12
H: 0.101 -1.386 0.316  0.14
H: -2.099 0.623 -0.455  0.08
H: -2.417 -1.005 0.134  0.08
H: -1.572 -0.783 -1.407  0.08
H: 0.320 -0.324 2.468  0.13